Entry A
Below is one molecule with the formula C3H8N2OS, with properties calculated with ωB97M-V/def2-TZVPD.

**SMILES string**: CSC(=O)N(C)N
**HOMO-LUMO gap**: 9.7944 eV
**HOMO level**: -9.149 eV

Last column: Löwdin charge in e.
CARTESIAN COORDINATES (ANGSTROEM)
C: 0.267 -0.073 0.272  -0.7852
C: 1.277 1.060 -1.552  -0.0501
C: -0.672 -1.044 2.524  -0.3755
N: -0.977 0.183 -1.897  0.0441
N: 0.151 0.338 -1.022  -0.2699
O: 1.168 0.308 0.970  0.0020
S: -1.096 -1.112 0.767  0.9031
H: 0.975 2.125 -1.726  0.0963
H: 2.053 1.145 -0.787  0.0858
H: 1.389 0.629 -2.544  0.0838
H: -0.223 -1.969 2.707  0.0014
H: -1.526 -0.824 3.302  0.0951
H: 0.090 -0.338 2.543  -0.0150
H: -1.042 -0.894 -2.109  0.1253
H: -1.835 0.466 -1.447  0.0588

---

Entry B
Below is one molecule with the formula C3H8N2OS, with properties calculated with ωB97M-V/def2-TZVPD.

**SMILES string**: CO/N=C(/C)NS
**HOMO-LUMO gap**: 9.3948 eV
**HOMO level**: -8.672 eV

Last column: Löwdin charge in e.
CARTESIAN COORDINATES (ANGSTROEM)
C: 0.976 1.028 2.368  -0.1194
C: -0.040 -0.407 -0.518  -0.5281
C: 0.077 -1.674 -1.240  -0.0468
H: 0.830 2.049 2.820  0.0924
H: 0.832 0.210 3.116  0.0803
H: 2.053 0.902 2.021  0.0908
H: 0.401 -1.419 -2.220  0.0457
H: -0.846 -2.267 -1.387  0.0969
H: 0.929 -2.259 -0.785  0.1081
H: -0.970 1.369 -0.260  0.0592
H: -2.656 0.440 -2.357  -0.1437
N: 0.529 -0.380 0.606  0.0821
N: -0.780 0.663 -0.923  -0.3276
O: 0.069 0.798 1.295  -0.2441
S: -1.404 0.948 -2.535  0.7543

---

Entry C
Below is a 2-piece molecular cluster, C3H8N2OS overall, with properties calculated with ωB97M-V/def2-TZVPD.

**HOMO-LUMO gap (spin up / spin down)**: 7.7683 / 6.8624 eV
**HOMO level (spin up / spin down)**: -7.518 / -7.118 eV

Last column: Löwdin charge in e.
CARTESIAN COORDINATES (ANGSTROEM)
C: 2.892 1.569 0.103  -0.0552
C: -2.091 0.305 -0.284  -0.3340
C: -2.614 -1.041 0.097  -0.0837
N: 2.663 0.284 0.257  -0.3414
N: -1.660 0.692 -1.396  0.0684
O: 1.936 -1.969 1.093  -0.6593
S: 1.945 -0.560 1.523  0.8044
H: 3.358 1.936 -0.790  0.0662
H: 2.578 2.247 0.873  0.0671
H: -2.067 1.039 0.519  0.0935
H: -3.510 -0.934 0.706  0.0700
H: -1.860 -1.553 0.695  0.0740
H: -2.836 -1.650 -0.778  0.0720
H: 2.953 -0.347 -0.489  0.1149
H: -1.688 -0.018 -2.130  0.0432

---

Entry D
Below is one molecule with the formula C3H8N2OS, with properties calculated with ωB97M-V/def2-TZVPD.

**HOMO-LUMO gap**: 9.0318 eV
**HOMO level**: -8.584 eV

Last column: Löwdin charge in e.
CARTESIAN COORDINATES (ANGSTROEM)
C: -1.708 0.971 0.569  -0.0370
C: -1.287 -0.625 -1.074  -0.3205
C: 2.266 0.280 -0.026  -0.1997
N: -0.026 0.145 1.624  -0.3341
N: 0.041 -0.991 -0.822  -0.2829
O: -1.532 0.755 -0.714  -0.1086
S: 0.722 -0.546 0.515  0.6569
H: -2.408 0.358 1.124  0.0962
H: -1.551 1.993 0.875  0.0997
H: -1.463 -0.679 -2.151  0.1198
H: -2.035 -1.249 -0.546  0.1209
H: 3.012 0.180 0.753  0.0433
H: 2.572 -0.213 -0.940  0.0422
H: 2.039 1.326 -0.211  0.0531
H: 1.357 -1.707 1.023  0.0505

---

The data favor entry A; the next most stable structure lies 0.0468 hartree above it.

---

Entry A
Below is a 3-piece molecular cluster, C2H9NO4 overall, with properties calculated with ωB97M-V/def2-TZVPD.

**SMILES string**: O=CNCO.O.O
**HOMO-LUMO gap**: 10.8471 eV
**HOMO level**: -10.217 eV

Last column: Löwdin charge in e.
CARTESIAN COORDINATES (ANGSTROEM)
O: 0.491 -1.978 1.320  -0.0195
C: 0.961 -0.847 1.335  -0.3353
N: 0.528 0.372 0.859  0.0661
C: -0.787 0.406 0.136  -0.2301
O: -0.584 0.498 -1.286  -0.1103
H: 1.903 -0.728 1.999  0.1448
H: 1.019 1.244 0.829  0.0941
H: -1.407 -0.474 0.314  0.0993
H: -1.363 1.260 0.524  0.1270
H: -0.622 -0.502 -1.522  0.0915
H: 0.259 3.219 -0.844  0.0864
H: 0.900 1.804 -1.144  0.0133
O: 1.058 2.638 -0.675  -0.0874
H: -1.159 -2.462 0.062  0.1041
H: -0.125 -2.378 -1.018  0.0904
O: -1.073 -2.072 -0.890  -0.1345

---

Entry B
Below is a 3-piece molecular cluster, C2H9NO4 overall, with properties calculated with ωB97M-V/def2-TZVPD.

**SMILES string**: O=CNCO.O.O
**HOMO-LUMO gap**: 11.0784 eV
**HOMO level**: -10.453 eV

Last column: Löwdin charge in e.
CARTESIAN COORDINATES (ANGSTROEM)
O: -2.132 -0.173 1.153  -0.0329
C: -1.034 0.228 1.594  -0.2676
N: 0.164 -0.364 1.222  0.0527
C: 0.336 -1.019 -0.084  -0.2663
O: 0.836 -0.266 -1.164  -0.0495
H: -0.882 0.934 2.441  0.1380
H: 1.051 0.049 1.454  0.1092
H: -0.677 -1.522 -0.305  0.1343
H: 0.991 -1.882 0.051  0.1236
H: 0.243 0.475 -1.386  0.1005
H: 3.879 1.302 -0.067  0.0940
H: 2.434 1.205 -0.699  -0.0020
O: 2.879 1.471 0.111  -0.1051
H: -2.705 -0.194 -0.618  0.0514
H: -2.999 0.106 -2.124  0.0078
O: -2.386 -0.352 -1.579  -0.0882

---

The data favor entry B; the next most stable structure lies 0.0108 hartree above it.

---

Entry A
Below is a 3-piece molecular cluster, C2H9NO4 overall, with properties calculated with ωB97M-V/def2-TZVPD.

**SMILES string**: O=CNCO.O.O
**HOMO-LUMO gap**: 11.1958 eV
**HOMO level**: -10.647 eV

Last column: Löwdin charge in e.
CARTESIAN COORDINATES (ANGSTROEM)
O: -0.775 1.009 0.387  -0.0006
C: -1.023 -0.111 0.788  -0.3493
N: -0.177 -1.046 1.253  0.0743
C: 1.295 -0.849 1.247  -0.2355
O: 1.890 -1.666 0.285  -0.0215
H: -2.073 -0.463 0.774  0.1378
H: -0.510 -1.727 1.892  0.1246
H: 1.477 0.186 1.006  0.1056
H: 1.638 -1.065 2.252  0.1290
H: 1.794 -1.225 -0.569  0.0719
H: -2.041 1.911 -1.383  0.0172
H: -2.668 0.564 -1.581  0.0174
O: -2.349 1.322 -2.078  -0.0609
H: 1.041 1.018 -0.643  -0.0078
H: 1.005 1.327 -2.147  0.0489
O: 1.476 0.816 -1.481  -0.0509

---

Entry B
Below is a 3-piece molecular cluster, C2H9NO4 overall, with properties calculated with ωB97M-V/def2-TZVPD.

**SMILES string**: CNC(=O)O.O.O
**HOMO-LUMO gap**: 10.5457 eV
**HOMO level**: -10.022 eV

Last column: Löwdin charge in e.
CARTESIAN COORDINATES (ANGSTROEM)
C: 0.175 -1.064 -1.469  -0.0649
N: 1.053 0.023 -1.009  0.0377
C: 1.508 -0.022 0.282  -0.6095
O: 1.818 -1.296 0.658  0.0954
O: 1.526 0.883 1.079  0.0724
H: 0.703 -1.812 -2.048  0.0775
H: -0.649 -0.642 -2.045  0.0866
H: -0.285 -1.564 -0.623  0.0717
H: 0.981 0.959 -1.353  0.1235
H: 1.468 -1.388 1.554  0.1284
H: -0.636 2.569 -0.161  0.0442
H: -0.092 2.151 1.259  0.0328
O: -0.882 2.196 0.696  -0.0621
H: -1.769 0.270 0.860  -0.0144
H: -2.917 -0.711 1.030  0.0395
O: -2.003 -0.551 1.291  -0.0589

---

The data favor entry B; the next most stable structure lies 0.0180 hartree above it.

---

Entry A
Below is a 3-piece molecular cluster, C2H9NO4 overall, with properties calculated with ωB97M-V/def2-TZVPD.

**SMILES string**: NCC(=O)O.O.O
**HOMO-LUMO gap**: 10.1145 eV
**HOMO level**: -9.564 eV

Last column: Löwdin charge in e.
CARTESIAN COORDINATES (ANGSTROEM)
O: 0.241 -0.101 1.113  0.0892
C: 0.547 -0.540 0.028  -0.5206
O: 0.061 -0.085 -1.130  0.1228
C: 1.434 -1.738 -0.127  -0.1914
N: 2.739 -1.565 0.488  0.0160
H: -0.729 0.470 -1.056  0.1276
H: 0.929 -2.556 0.387  0.1239
H: 1.564 -2.041 -1.166  0.1224
H: 3.413 -1.159 -0.135  0.0665
H: 2.657 -1.082 1.366  0.0675
H: 0.291 2.224 1.074  -0.0024
H: -0.330 3.194 2.065  0.0362
O: -0.047 3.125 1.144  -0.0675
H: -4.436 0.787 -0.613  0.0347
H: -4.483 0.436 -2.075  0.0408
O: -3.850 0.630 -1.363  -0.0656

---

Entry B
Below is a 3-piece molecular cluster, C2H9NO4 overall, with properties calculated with ωB97M-V/def2-TZVPD.

**SMILES string**: O=CNCO.O.O
**HOMO-LUMO gap**: 10.8612 eV
**HOMO level**: -10.305 eV

Last column: Löwdin charge in e.
CARTESIAN COORDINATES (ANGSTROEM)
O: -2.041 1.031 -0.091  -0.0096
C: -1.079 0.908 0.671  -0.3192
N: -0.462 -0.229 1.038  0.0498
C: -0.033 -1.302 0.138  -0.2177
O: 1.218 -0.884 -0.380  -0.0597
H: -0.766 1.775 1.262  0.1371
H: 0.202 -0.125 1.744  0.0648
H: -0.887 -1.614 -0.497  0.1409
H: 0.138 -2.187 0.811  0.1386
H: 1.076 -0.701 -1.344  0.1276
H: 2.873 0.909 1.930  0.0755
H: 2.148 -0.198 1.114  -0.0015
O: 2.249 0.142 2.014  -0.0758
H: -1.695 1.047 -2.055  0.0534
H: -1.776 0.459 -3.413  -0.0156
O: -1.163 0.968 -2.942  -0.0887

---

The data favor entry A; the next most stable structure lies 0.0208 hartree above it.

---

Entry A
Below is a 2-piece molecular cluster, C3H10NO2 overall, with properties calculated with ωB97M-V/def2-TZVPD.

**HOMO-LUMO gap**: 6.7403 eV
**HOMO level**: -2.501 eV
**Net charge**: -1

Last column: Löwdin charge in e.
CARTESIAN COORDINATES (ANGSTROEM)
C: 0.778 -1.311 -0.682  -0.1824
N: -0.271 -0.414 -0.227  -0.2156
C: 0.146 0.819 0.457  -0.2400
C: 0.215 0.913 2.147  -0.5300
O: -0.238 -0.223 2.511  -0.3133
H: 0.977 -0.634 -1.703  0.1072
H: 0.269 -2.212 -1.046  0.0562
H: 1.778 -1.337 -0.110  0.0878
H: -0.692 -0.881 0.673  0.1146
H: -0.629 1.614 0.280  0.0835
H: 1.065 1.212 0.312  0.0262
H: -0.300 1.840 2.238  0.0367
H: 1.275 1.118 2.472  0.0657
H: -1.538 -0.741 -1.966  0.0367
H: -1.267 0.486 -2.537  -0.1070
O: -1.570 -0.249 -2.819  -0.0263

---

Entry B
Below is a 2-piece molecular cluster, C3H10NO2 overall, with properties calculated with ωB97M-V/def2-TZVPD.

**HOMO-LUMO gap**: 7.4244 eV
**HOMO level**: -3.111 eV
**Net charge**: -1

Last column: Löwdin charge in e.
CARTESIAN COORDINATES (ANGSTROEM)
C: -0.361 0.489 -0.383  -0.5501
O: 0.930 0.328 -0.500  -0.2720
C: -0.933 0.029 0.971  -0.4348
C: -0.473 1.052 2.219  -0.0825
N: -0.615 -1.367 1.030  -0.0010
H: -0.884 1.359 -0.775  0.0762
H: -0.969 -0.068 -1.124  0.0778
H: -2.066 0.169 1.052  0.1183
H: 0.598 1.296 2.114  0.0380
H: -0.751 0.506 3.286  0.0905
H: -0.949 2.033 2.281  0.0237
H: 0.370 -1.273 0.813  0.0540
H: -1.181 -1.789 0.326  0.0465
H: 1.013 0.037 -2.080  -0.0291
H: 1.787 -1.231 -2.647  -0.0020
O: 1.313 -0.438 -2.912  -0.1534

---

Entry C
Below is a 2-piece molecular cluster, C3H10NO2 overall, with properties calculated with ωB97M-V/def2-TZVPD.

**HOMO-LUMO gap**: 6.7035 eV
**HOMO level**: -2.772 eV
**Net charge**: -1

Last column: Löwdin charge in e.
CARTESIAN COORDINATES (ANGSTROEM)
C: 0.618 -1.966 -0.306  -0.1770
N: 0.168 -0.727 0.288  -0.1546
C: 0.074 0.358 -0.757  -0.2518
C: 0.443 1.858 -0.377  -0.5749
O: 1.725 2.150 -0.147  -0.3519
H: 0.229 -2.132 -1.310  0.0682
H: 0.088 -2.797 0.175  0.0578
H: 1.680 -2.146 -0.177  0.0709
H: 0.837 -0.595 0.994  0.0796
H: -0.951 0.268 -1.227  0.1028
H: 0.910 0.156 -1.425  0.0793
H: -0.282 2.056 0.471  0.0574
H: -0.044 2.404 -1.394  0.0988
H: -1.646 -0.146 1.111  0.0581
H: -1.786 1.058 2.081  -0.0569
O: -2.063 0.201 2.001  -0.1060

---

Entry D
Below is a 2-piece molecular cluster, C3H10NO2 overall, with properties calculated with ωB97M-V/def2-TZVPD.

**HOMO-LUMO gap**: 6.4606 eV
**HOMO level**: -2.494 eV
**Net charge**: -1

Last column: Löwdin charge in e.
CARTESIAN COORDINATES (ANGSTROEM)
C: -0.595 0.068 1.642  -0.1342
N: 0.226 0.107 0.381  -0.1843
C: -0.547 -0.326 -0.784  -0.2988
C: -0.111 -1.767 -1.029  -0.5474
O: -0.428 -2.452 0.104  -0.3756
H: 0.181 0.628 2.360  0.0973
H: -0.657 -0.948 1.840  0.0122
H: -1.546 0.587 1.415  0.0664
H: 0.961 -0.670 0.469  0.1135
H: -0.047 0.191 -1.693  0.0936
H: -1.585 -0.064 -0.849  0.0864
H: 0.965 -1.869 -1.325  0.0780
H: -0.724 -2.065 -1.946  0.0746
H: 0.829 3.517 -0.090  0.0545
H: 1.414 2.073 -0.231  -0.0266
O: 1.664 2.991 -0.263  -0.1096

---

The data favor entry B; the next most stable structure lies 0.0154 hartree above it.

---

Entry A
Below is a 2-piece molecular cluster, C3H10NO2 overall, with properties calculated with ωB97M-V/def2-TZVPD.

**HOMO-LUMO gap**: 6.8036 eV
**HOMO level**: -2.745 eV
**Net charge**: -1

Last column: Löwdin charge in e.
CARTESIAN COORDINATES (ANGSTROEM)
C: 0.374 -1.436 0.861  -0.1610
N: 0.371 -0.027 0.478  -0.1816
C: -0.339 0.203 -0.805  -0.2496
C: -1.846 0.358 -0.459  -0.5161
O: -2.005 1.139 0.641  -0.3712
H: 0.545 -1.531 1.933  0.0692
H: -0.572 -1.951 0.626  0.0638
H: 1.106 -2.008 0.276  0.0644
H: -0.284 0.458 1.116  0.0758
H: 0.058 1.135 -1.220  0.0980
H: -0.130 -0.631 -1.486  0.0998
H: -2.343 0.855 -1.322  0.0769
H: -2.197 -0.696 -0.342  0.0686
H: 1.957 -0.074 -0.338  -0.0211
H: 3.376 0.169 0.171  0.0107
O: 2.903 0.010 -0.649  -0.1268

---

Entry B
Below is a 2-piece molecular cluster, C3H10NO2 overall, with properties calculated with ωB97M-V/def2-TZVPD.

**HOMO-LUMO gap**: 7.9151 eV
**HOMO level**: -3.558 eV
**Net charge**: -1

Last column: Löwdin charge in e.
CARTESIAN COORDINATES (ANGSTROEM)
C: -0.793 0.255 1.448  -0.3489
O: -1.333 0.024 0.166  -0.2152
C: 0.399 1.232 1.481  -0.3054
N: 1.681 0.604 1.140  -0.0228
H: -1.569 0.697 2.090  0.0853
H: -0.491 -0.701 1.905  0.1009
H: -0.574 -0.492 -0.503  -0.0041
H: 0.127 2.046 0.794  0.0985
H: 0.481 1.641 2.497  0.0861
H: 2.368 1.334 0.971  0.0415
H: 1.568 0.109 0.249  0.0422
C: -0.391 -1.356 -2.474  -0.3361
O: 0.284 -1.125 -1.286  -0.3571
H: -0.227 -2.387 -2.832  0.0396
H: -1.476 -1.194 -2.354  0.0537
H: -0.053 -0.688 -3.291  0.0417

---

The data favor entry B; the next most stable structure lies 0.0100 hartree above it.